1.
{"formula": "C2H5N3P", "method": "ωB97M-V/def2-TZVPD", "fmax_ev_per_a": 6.0, "homo_lumo_gap_ev": 8.940, "total_charge": 1, "elements": ["C", "C", "N", "N", "N", "P", "H", "H", "H", "H", "H"], "coordinates": [[0.30, -1.52, -1.06], [-0.83, 1.96, 0.09], [1.08, 0.12, 1.52], [-0.97, 0.66, -0.02], [0.83, -2.36, -1.66], [-0.09, -0.70, 0.97], [1.72, -0.18, 2.28], [-1.26, 2.78, -0.43], [-0.04, 2.09, 0.93], [-1.78, 0.37, -0.60], [1.04, -3.20, -2.02]], "nbo_charge": [0.271, 0.110, -1.225, -0.700, -0.542, 1.279, 0.443, 0.240, 0.247, 0.425, 0.452]}

2.
{"formula": "C2H5N3S", "method": "ωB97M-V/def2-TZVPD", "fmax_ev_per_a": 5.1, "homo_lumo_gap_ev": 8.920, "smiles": "C=NN/C=N\\S", "total_charge": 0, "elements": ["C", "C", "H", "H", "H", "H", "H", "N", "N", "N", "S"], "coordinates": [[-0.10, -0.45, 0.57], [-0.43, -0.27, -2.26], [0.42, 0.59, 3.91], [-0.71, -1.16, -0.01], [1.09, 1.17, 0.17], [-0.08, -0.68, -3.33], [-1.44, -0.37, -1.66], [-0.13, -0.48, 1.90], [0.39, 0.45, -0.30], [0.60, 0.18, -1.60], [0.39, 1.02, 2.61]], "nbo_charge": [0.232, -0.156, 0.137, 0.177, 0.407, 0.230, 0.184, -0.609, -0.457, -0.227, 0.083]}

Electronic energy for every record listed, in sequence, given in eV: -15904.4852; -17457.4273.
Energy above the lowest of the compared OMol25 structures with the same formula, charge and spin for every record listed, in sequence, given in kcal per mole: 47.3; 85.0.